Record 1
C20H39NO5S | the ωB97M-V functional and the def2-TZVPD basis

```
66
Properties=species:S:1:pos:R:3
C 10.59 -1.95 -0.70
C 10.75 -0.92 0.42
C 9.62 0.12 0.56
C 8.35 -0.12 -0.26
C 7.23 0.85 0.09
C 5.92 0.57 -0.65
C 4.68 0.98 0.12
C 3.38 0.65 -0.60
C 2.13 0.98 0.21
C 0.83 0.57 -0.47
C -0.42 0.80 0.40
C -1.46 1.72 -0.23
C -2.85 1.63 0.44
C -3.90 0.98 -0.45
C -5.28 0.93 0.20
C -6.28 0.16 -0.66
C -7.73 0.09 -0.15
C -8.61 -0.36 -1.34
O -9.77 -1.10 -0.91
S -9.48 -2.59 -0.42
O -9.13 -3.40 -1.55
O -10.57 -2.92 0.43
C -8.00 -2.31 0.54
C -8.01 -0.86 1.02
O -7.05 -0.62 2.05
N -7.43 -1.28 3.23
O -6.66 -1.09 4.08
H 11.53 -2.48 -0.86
H 10.31 -1.49 -1.64
H 9.83 -2.69 -0.46
H 10.87 -1.45 1.37
H 11.70 -0.39 0.27
H 10.00 1.12 0.31
H 9.32 0.18 1.61
H 8.00 -1.15 -0.12
H 8.58 -0.02 -1.33
H 7.06 0.82 1.17
H 7.57 1.87 -0.13
H 5.93 1.09 -1.62
H 5.86 -0.50 -0.89
H 4.72 2.06 0.33
H 4.68 0.49 1.10
H 3.35 1.20 -1.55
H 3.37 -0.41 -0.86
H 2.20 0.48 1.19
H 2.11 2.05 0.42
H 0.73 1.13 -1.40
H 0.90 -0.48 -0.76
H -0.10 1.22 1.36
H -0.89 -0.16 0.64
H -1.10 2.75 -0.20
H -1.55 1.46 -1.29
H -2.77 1.05 1.36
H -3.19 2.62 0.74
H -3.58 -0.04 -0.69
H -3.96 1.52 -1.40
H -5.20 0.49 1.19
H -5.65 1.95 0.35
H -5.91 -0.84 -0.87
H -6.33 0.66 -1.63
H -8.03 1.09 0.15
H -9.00 0.49 -1.89
H -8.03 -0.99 -2.03
H -8.04 -3.03 1.36
H -7.15 -2.53 -0.10
H -9.00 -0.63 1.41
```

HOMO: -10.5 eV
Total charge: 0
Structure (SMILES): CCCCCCCCCCCCCCCC[C@H]1COS(=O)(=O)C[C@H]1ON=O
Multiplicity: 1
Molecular weight: 405.6 g mol⁻¹



Record 2
C20H40AgAsF6O15 | the ωB97M-V functional and the def2-TZVPD basis

```
83
Properties=species:S:1:pos:R:3
Ag -0.18 0.64 -0.01
As 1.75 6.75 -4.04
F 1.90 8.23 -5.14
F 0.93 5.80 -5.33
F 1.56 5.30 -2.95
F 2.30 7.77 -2.63
F 0.06 7.26 -3.59
F 3.47 6.34 -4.37
C 8.00 4.33 0.40
C 6.77 3.48 0.61
O 6.87 2.76 1.85
C 5.99 1.75 2.06
O 5.08 1.32 1.31
O 6.14 1.29 3.33
C 5.07 1.08 4.23
H 8.04 5.02 1.25
H 7.81 4.89 -0.51
H 8.95 3.80 0.31
H 6.66 2.76 -0.20
H 5.88 4.11 0.54
H 4.53 0.14 4.15
H 4.34 1.89 4.33
H 5.50 0.97 5.22
C 4.29 -1.57 -5.40
C 3.38 -0.55 -6.10
O 2.36 -1.22 -6.75
C 1.30 -1.60 -6.06
O 1.10 -1.34 -4.90
O 0.50 -2.21 -6.94
C -0.86 -2.44 -6.52
H 3.71 -2.00 -4.59
H 5.11 -1.02 -4.93
H 4.60 -2.31 -6.14
H 4.02 -0.07 -6.84
H 3.06 0.24 -5.42
H -0.84 -3.19 -5.73
H -1.47 -2.70 -7.39
H -1.33 -1.55 -6.12
C -2.59 0.35 9.02
C -2.09 0.94 7.71
O -3.17 1.65 7.17
C -3.02 2.25 5.98
O -2.06 2.07 5.24
O -4.08 3.02 5.81
C -4.27 3.84 4.63
H -1.80 -0.07 9.65
H -3.18 -0.54 8.83
H -3.22 1.03 9.59
H -1.87 0.10 7.05
H -1.32 1.70 7.85
H -5.32 3.87 4.33
H -3.79 3.38 3.77
H -3.85 4.83 4.82
C 2.38 -7.12 -0.42
C 1.81 -5.97 0.38
O 0.63 -6.34 1.08
C -0.01 -5.43 1.85
O 0.21 -4.22 2.02
O -1.04 -6.11 2.45
C -1.92 -5.38 3.31
H 3.10 -6.74 -1.14
H 1.61 -7.59 -1.04
H 2.90 -7.87 0.18
H 1.60 -5.13 -0.28
H 2.45 -5.50 1.12
H -1.97 -5.77 4.33
H -2.97 -5.42 3.05
H -1.76 -4.31 3.40
C -6.86 -2.65 -1.38
C -7.21 -1.19 -0.86
O -7.38 -0.26 -1.89
C -6.34 0.41 -2.44
O -5.18 0.37 -2.02
O -6.79 1.19 -3.34
C -5.92 2.13 -3.90
H -5.97 -2.63 -2.02
H -7.69 -3.15 -1.88
H -6.69 -3.26 -0.50
H -6.48 -0.85 -0.13
H -8.11 -1.15 -0.26
H -6.53 2.91 -4.36
H -5.23 1.74 -4.65
H -5.35 2.69 -3.16
```

HOMO: -10.5 eV
Total charge: 0
Multiplicity: 1
Molecular weight: 817.3 g mol⁻¹
Energy above the lowest of the compared OMol25 structures with the same formula, charge and spin: 7.418 eV



- What is the HOMO in the second record?
  -10.5 eV